{
  "formula": "C3H6N2O",
  "method": "ωB97M-V with the def2-TZVPD basis set",
  "species": ["N", "C", "O", "N", "C", "C", "H", "H", "H", "H", "H", "H"],
  "xyz": [[1.855492, 0.273533, -0.319890], [0.912817, -0.682287, -0.168844], [1.066779, -1.875601, -0.276273], [-0.395441, -0.132800, 0.167189], [-1.473220, -0.914596, 0.149899], [-0.673279, 1.196708, 0.324836], [1.557807, 1.229237, -0.456521], [2.760238, -0.021629, -0.651445], [-1.589559, -1.698183, -0.587410], [-2.243159, -0.689216, 0.873195], [-1.552525, 1.555502, -0.191583], [-0.225951, 1.759328, 1.136848]],
  "forces_ev_per_angstrom": [[0.0, 0.0, -0.1], [-0.3, -0.2, 0.0], [-0.1, 0.4, 0.1], [0.5, 0.0, -0.1], [-0.5, -0.5, -0.1], [0.1, 0.4, 0.1], [0.0, -0.1, 0.0], [-0.1, 0.0, 0.1], [0.2, -0.1, 0.2], [0.0, 0.0, -0.3], [0.0, 0.0, 0.3], [0.2, 0.0, -0.2]],
  "mulliken_charge": [-0.3630, 0.4228, -0.5637, 0.0812, -0.5383, -0.7849, 0.2387, 0.2466, 0.2641, 0.3242, 0.3261, 0.3461],
  "homo_ev": [-7.7, -7.9],
  "spin_multiplicity": 1,
  "homo_lumo_gap_ev": [7.71, 8.23],
  "relative_energy_kj_mol": 299.1,
  "max_force_ev_per_a": 0.76,
  "e_tot_ev": -8233.59875,
  "lumo_ha": [0.001, 0.011],
  "total_charge": 0,
  "molar_mass_da": 86.09
}

=====

{
  "formula": "C3H12NO2S",
  "method": "ωB97M-V with the def2-TZVPD basis set",
  "species": ["C", "C", "S", "C", "N", "H", "H", "H", "H", "H", "H", "H", "H", "H", "H", "O", "H", "H", "O"],
  "xyz": [[0.330101, -0.464115, 0.129001], [0.903183, 0.873255, 0.611906], [0.283946, 2.367063, -0.253401], [1.266872, -1.443078, -0.549339], [2.474051, -1.779604, 0.219958], [-0.491839, -0.301811, -0.578317], [-0.184708, -0.913061, 0.979003], [1.984102, 0.893364, 0.556012], [0.622514, 1.003503, 1.657537], [1.655110, -1.041268, -1.465804], [0.696245, -2.357114, -0.695872], [3.256448, -1.203679, -0.057747], [2.275102, -1.864306, 1.201258], [-2.642237, 1.870113, -1.993250], [-1.318750, 1.769718, -0.804684], [-2.343666, 1.555755, -1.138203], [-2.723268, 0.495614, -0.079555], [-3.170241, 0.575673, 1.476453], [-2.872965, -0.036025, 0.785044]],
  "forces_ev_per_angstrom": [[-0.5, 0.4, -0.2], [-0.6, 0.5, -0.3], [0.4, 0.0, -0.1], [0.4, 0.1, 1.3], [-0.1, -0.9, -0.8], [0.1, 0.2, 0.1], [0.1, -0.5, 0.1], [0.4, -0.2, 0.1], [0.2, -0.1, 0.2], [-0.3, 0.2, -0.8], [0.0, -0.2, -0.5], [-0.2, 0.1, 0.8], [0.4, 0.5, 0.2], [0.6, 0.1, 0.0], [-0.5, 0.6, -0.7], [-0.2, -0.5, 0.4], [-0.3, -0.1, 1.1], [0.3, 0.0, -0.7], [-0.3, -0.1, -0.1]],
  "mulliken_spin": [-0.1283, 0.6650, 0.2353, 0.0624, -0.0222, 0.0488, -0.0203, 0.0079, -0.0060, -0.0320, 0.0064, -0.0068, 0.0035, -0.0655, 0.0713, 0.2104, -0.0468, -0.0097, 0.0266],
  "homo_ev": [3.3, -0.1],
  "spin_multiplicity": 2,
  "homo_lumo_gap_ev": [2.57, 5.82],
  "relative_energy_kj_mol": 64.6,
  "max_force_ev_per_a": 1.37,
  "e_tot_ev": -19722.93297,
  "lumo_ha": [0.214, 0.209],
  "total_charge": -2,
  "molar_mass_da": 126.20
}

=====

Please write out number 2 again, unchanged.
{
  "formula": "C3H12NO2S",
  "method": "ωB97M-V with the def2-TZVPD basis set",
  "species": ["C", "C", "S", "C", "N", "H", "H", "H", "H", "H", "H", "H", "H", "H", "H", "O", "H", "H", "O"],
  "xyz": [[0.330101, -0.464115, 0.129001], [0.903183, 0.873255, 0.611906], [0.283946, 2.367063, -0.253401], [1.266872, -1.443078, -0.549339], [2.474051, -1.779604, 0.219958], [-0.491839, -0.301811, -0.578317], [-0.184708, -0.913061, 0.979003], [1.984102, 0.893364, 0.556012], [0.622514, 1.003503, 1.657537], [1.655110, -1.041268, -1.465804], [0.696245, -2.357114, -0.695872], [3.256448, -1.203679, -0.057747], [2.275102, -1.864306, 1.201258], [-2.642237, 1.870113, -1.993250], [-1.318750, 1.769718, -0.804684], [-2.343666, 1.555755, -1.138203], [-2.723268, 0.495614, -0.079555], [-3.170241, 0.575673, 1.476453], [-2.872965, -0.036025, 0.785044]],
  "forces_ev_per_angstrom": [[-0.5, 0.4, -0.2], [-0.6, 0.5, -0.3], [0.4, 0.0, -0.1], [0.4, 0.1, 1.3], [-0.1, -0.9, -0.8], [0.1, 0.2, 0.1], [0.1, -0.5, 0.1], [0.4, -0.2, 0.1], [0.2, -0.1, 0.2], [-0.3, 0.2, -0.8], [0.0, -0.2, -0.5], [-0.2, 0.1, 0.8], [0.4, 0.5, 0.2], [0.6, 0.1, 0.0], [-0.5, 0.6, -0.7], [-0.2, -0.5, 0.4], [-0.3, -0.1, 1.1], [0.3, 0.0, -0.7], [-0.3, -0.1, -0.1]],
  "mulliken_spin": [-0.1283, 0.6650, 0.2353, 0.0624, -0.0222, 0.0488, -0.0203, 0.0079, -0.0060, -0.0320, 0.0064, -0.0068, 0.0035, -0.0655, 0.0713, 0.2104, -0.0468, -0.0097, 0.0266],
  "homo_ev": [3.3, -0.1],
  "spin_multiplicity": 2,
  "homo_lumo_gap_ev": [2.57, 5.82],
  "relative_energy_kj_mol": 64.6,
  "max_force_ev_per_a": 1.37,
  "e_tot_ev": -19722.93297,
  "lumo_ha": [0.214, 0.209],
  "total_charge": -2,
  "molar_mass_da": 126.20
}